Formula: C4H7BrO2
Source: the OMol25 dataset
Level of theory: wB97M-V/def2-TZVPD

Each atom is followed by the atoms it is bonded to, with distances in Å.
Element x y z (Å)
1 Br 3.79697 0.43939 0.25985  C5 1.785
2 O 2.11158 -1.60795 -0.45853  C5 1.140
3 O 0.91642 0.78225 -0.07372  C4 1.409
4 C -0.29227 0.10624 -0.33205  O3 1.409, C6 1.542, C7 1.532, H8 1.148
5 C 2.36056 -0.54133 -0.14169  Br1 1.785, O2 1.140
6 C -0.66969 -0.77094 0.87889  C4 1.542, H9 1.162, H11 1.026, H12 1.099
7 C -1.34354 1.19702 -0.56171  C4 1.532, H10 1.155, H13 1.171, H14 1.098
8 H -0.00433 -0.52337 -1.24731  C4 1.148
9 H -1.26128 -0.43014 1.81908  C6 1.162
10 H -2.29132 0.57995 -0.79727  C7 1.155
11 H 0.18310 -1.21420 1.23917  C6 1.026
12 H -1.14869 -1.64827 0.42122  C6 1.099
13 H -0.89171 1.89007 -1.39006  C7 1.171
14 H -1.46581 1.74128 0.38414  C7 1.098

ΔE to the lowest compared entry with this formula, charge and spin   252.7 kJ/mol
Multiplicity   1
Molecular weight   167.0 u
HOMO   -9.5 eV
Max |F|   0.1038 hartree/bohr

Atom charges from the natural (NBO) analysis, given in e for atoms 1 to 4: atom 1 (Br): 0.2117, atom 2 (O): -0.4548, atom 3 (O): -0.6384, atom 4 (C): 0.0785